Density functional theory data (ωB97M-V/def2-TZVPD) for a cluster of 2 separate species, C2H5NO in total.

Last column: Löwdin charge in e.
Element x y z (Å)
C 0.567693 1.908997 -0.894353  -0.079
N 1.257310 0.867709 -0.495337  -0.014
H 1.006808 2.841277 -0.941952  0.029
H -0.537328 1.823156 -1.021807  0.068
H 1.180614 0.530813 0.422353  0.014
C -0.889472 -1.996733 0.721403  -0.134
O -1.005032 -1.681046 1.901418  -0.040
H -0.040820 -1.539616 0.084488  0.078
H -1.539774 -2.754558 0.223786  0.079

Atoms 1-2, force components in eV/Å:
-0.57 -5.28 1.87
-0.21 4.88 -1.28

Values from the calculation:
E ... -5688.7533 eV
HOMO level ... -8.640 eV
2S+1 ... 1
Lowest unoccupied orbital energy ... -0.1 eV
SMILES ... C=N.C=O
Orbital gap ... 0.3155 Eh

***

Density functional theory data (ωB97M-V/def2-TZVPD) for the molecule C2H5NO.

Last column: Löwdin charge in e.
Element x y z (Å)
C -0.125938 -0.269746 0.973037  -0.130
N 0.001625 -0.404222 -0.452767  -0.054
C 0.057940 0.762490 -1.154838  -0.375
O -0.043122 0.869145 -2.359053  0.028
H -1.058664 0.006772 1.491315  0.087
H 0.719904 0.235195 1.360543  0.059
H 0.032406 -1.381582 1.301566  0.117
H 0.264997 -1.313774 -0.822841  0.141
H 0.150853 1.495719 -0.336962  0.127

Atoms 1-2, force components in eV/Å:
0.54 -4.35 1.24
-0.42 0.12 -0.24

Values from the calculation:
E ... -5691.9913 eV
HOMO level ... -9.916 eV
2S+1 ... 1
Lowest unoccupied orbital energy ... 0.9 eV
SMILES ... CNC=O
Orbital gap ... 0.3986 Eh

***

Density functional theory data (ωB97M-V/def2-TZVPD) for the molecule C2H5NO.

Last column: Löwdin charge in e.
Element x y z (Å)
C 0.145182 1.110540 -0.011321  -0.082
N 0.473131 -0.296555 -0.030292  -0.056
C -0.481953 -1.249572 0.082337  -0.387
O -1.678881 -1.040639 0.112323  0.012
H -0.768919 1.280944 0.568185  0.088
H 0.949060 1.662137 0.499582  0.087
H 0.007401 1.315591 -1.069942  0.087
H 1.383423 -0.541048 -0.389514  0.127
H -0.028444 -2.241397 0.238642  0.125

Atoms 1-2, force components in eV/Å:
0.01 -0.25 -0.11
0.13 -0.23 0.66

Values from the calculation:
E ... -5692.5200 eV
HOMO level ... -9.815 eV
2S+1 ... 1
Lowest unoccupied orbital energy ... 0.9 eV
SMILES ... CNC=O
Orbital gap ... 0.3934 Eh

***

Density functional theory data (ωB97M-V/def2-TZVPD) for the molecule C2H5NO.

Last column: Löwdin charge in e.
Element x y z (Å)
C 0.562898 -0.143407 1.649666  -0.006
C 0.274780 -0.659031 0.467731  -0.162
O -0.197358 0.330700 -0.578003  -0.226
N -0.827972 -0.259798 -1.759835  0.016
H 0.878603 -0.768804 2.383505  0.013
H 0.316195 0.969584 1.748246  0.104
H 0.451620 -1.785556 0.219709  0.136
H -0.505779 0.355489 -2.518999  0.085
H -0.488526 -1.202680 -1.763327  0.042

Atoms 1-2, force components in eV/Å:
-1.84 3.08 -2.68
-0.53 0.47 -2.39

Values from the calculation:
E ... -5689.0513 eV
HOMO level ... -8.645 eV
2S+1 ... 1
Lowest unoccupied orbital energy ... 1.1 eV
SMILES ... C=CON
Orbital gap ... 0.3592 Eh

***

Density functional theory data (ωB97M-V/def2-TZVPD) for the molecule C2H5NO.

Last column: Löwdin charge in e.
Element x y z (Å)
C -0.984710 -0.106579 -0.214928  -0.069
C 0.292889 -0.488680 0.482944  -0.139
N 1.538946 0.658394 0.216194  -0.014
O 1.489596 -0.542836 -0.476014  -0.180
H -0.725871 0.054846 -1.238173  0.077
H -1.517719 0.819978 0.195681  0.112
H -1.635894 -0.865010 -0.160377  0.022
H 0.507865 -0.959598 1.450007  0.122
H 1.034898 1.429488 -0.255335  0.069

Atoms 1-2, force components in eV/Å:
1.75 3.09 1.31
5.17 3.51 -2.04

Values from the calculation:
E ... -5688.5791 eV
HOMO level ... -9.372 eV
2S+1 ... 1
Lowest unoccupied orbital energy ... 1.0 eV
SMILES ... C[C@@H]1NO1
Orbital gap ... 0.3825 Eh

***

Density functional theory data (ωB97M-V/def2-TZVPD) for a cluster of 2 separate species, C2H5NO in total.

Last column: Löwdin charge in e.
Element x y z (Å)
C -1.338134 -0.272160 -0.048451  -0.098
N -0.025776 0.307481 0.049382  0.037
C 0.482893 1.388880 0.181929  -0.339
O 1.096024 2.384855 0.308432  0.135
H -1.922800 -0.066150 0.853388  0.084
H -1.240136 -1.353454 -0.159443  0.075
H -1.872908 0.121075 -0.918632  0.084
H 2.762001 -1.363714 -0.188512  0.025
H 2.058835 -1.146809 -0.078089  -0.002

Atoms 1-2, force components in eV/Å:
-0.23 -0.05 -0.01
0.34 0.58 0.08

Values from the calculation:
E ... -5691.5922 eV
HOMO level ... -10.451 eV
2S+1 ... 1
Lowest unoccupied orbital energy ... 0.7 eV
SMILES ... CN=C=O.[H][H]
Orbital gap ... 0.4106 Eh

***

Computed largest force on an atom (eV/A) in order:
5.63; 4.55; 1.30; 4.48; 6.57; 0.73